[1]
The following is a DFT calculation (ωB97M-V/def2-TZVPD) of a molecular structure, C47H55AsBaN5O3P in a non-equilibrium geometry.

Each line ends with the Löwdin charge.
CARTESIAN COORDINATES (ANGSTROEM)
N: -1.191 3.985 -1.534  0.119
C: -0.843 0.041 3.919  -0.553
C: 3.769 -2.594 3.859  -0.068
C: -5.874 0.955 -0.620  -0.185
H: 4.550 3.827 -4.781  0.077
H: 0.001 4.856 0.603  0.094
C: -2.357 0.273 3.850  -0.134
H: 5.992 3.538 -3.811  0.073
H: 4.590 4.215 -1.779  0.113
H: 0.963 2.875 1.969  0.051
C: 2.028 -0.458 -2.343  -0.050
C: 5.084 3.074 -4.198  -0.061
H: 5.004 -1.572 1.648  0.110
H: -0.241 4.514 3.388  0.076
H: -4.283 -2.726 -0.128  0.031
C: -0.040 5.593 -0.190  -0.017
H: -5.550 1.880 -1.090  0.023
C: -0.602 3.486 3.293  -0.125
H: -2.597 1.327 4.004  0.067
C: -0.790 -9.426 -2.014  -0.026
H: -2.460 4.235 -4.640  0.123
H: 3.419 2.997 1.269  0.079
H: 2.127 3.959 0.557  0.047
O: -1.632 1.348 -2.993  -0.263
C: -0.973 -8.059 0.017  -0.224
O: -3.069 0.110 -0.096  -0.806
H: -2.751 -0.021 2.876  0.048
H: -1.126 -11.330 0.775  0.099
C: -0.839 -6.067 -0.751  -0.275
C: -0.626 -2.473 0.213  -0.113
N: -0.753 -6.898 -1.842  0.165
H: -4.249 0.120 -3.304  0.030
C: 1.692 2.623 3.950  -0.102
C: 3.553 1.343 -3.186  -0.019
H: -6.794 0.590 -1.076  0.041
C: 3.256 -1.560 2.889  -0.303
C: -0.756 6.196 -2.442  -0.149
C: -1.084 -9.199 0.812  -0.015
C: -0.781 -4.610 -0.847  -0.130
H: -5.060 -1.460 -3.018  0.041
H: 0.961 -0.301 -2.530  0.032
H: 0.989 7.100 0.899  0.107
H: 2.123 -1.078 -1.451  0.073
H: 0.774 0.252 5.379  0.063
C: -2.398 2.309 -2.708  -0.781
C: 4.061 3.274 -1.901  -0.017
C: 2.560 1.604 -0.993  -0.274
P: -0.054 0.857 2.441  0.980
C: -5.072 -1.981 -0.016  -0.197
H: -5.229 -1.789 1.044  0.037
C: 4.013 -1.153 1.791  -0.056
H: 2.432 -0.999 -3.199  0.080
H: 2.416 1.825 3.784  0.071
N: -0.970 -6.728 0.367  0.180
H: -0.254 8.201 -3.047  0.112
C: 0.501 6.839 -0.032  -0.067
H: -0.739 -1.998 -2.996  0.116
As: -4.459 -0.337 -0.857  0.988
C: 2.016 -0.961 3.052  -0.084
H: -6.035 1.106 0.446  0.043
H: -0.880 -4.452 -3.006  0.106
C: -0.691 -3.849 0.317  0.018
H: -0.789 -0.229 6.060  0.079
C: 2.732 0.861 -2.171  -0.214
N: -0.643 -1.820 -0.950  -0.020
C: 0.554 2.554 2.932  -0.547
C: 0.431 7.790 -1.069  -0.079
C: -0.303 0.393 5.304  -0.115
C: -0.900 -10.541 -1.206  -0.095
C: -1.423 5.826 -3.637  0.005
C: 4.223 2.553 -3.078  -0.281
H: -0.659 -4.347 1.276  0.117
Ba: -0.957 1.061 -0.666  1.885
H: -1.383 3.463 2.528  0.067
C: -0.669 5.236 -1.400  -0.201
H: -3.296 -1.300 -2.831  0.026
H: -0.677 -9.513 -3.087  0.107
H: -0.670 -1.026 3.732  0.091
H: 3.121 -2.662 4.733  0.068
N: 1.706 1.163 0.043  -0.129
H: 1.324 2.552 4.974  0.060
C: 3.253 2.821 -0.867  -0.197
C: -0.804 -3.928 -2.062  -0.001
C: 2.240 0.339 0.985  -0.353
H: 2.214 3.579 3.854  0.077
H: 0.866 8.770 -0.930  0.103
C: 3.535 -0.237 0.879  -0.024
H: 3.813 -3.585 3.399  0.073
O: -3.567 2.229 -2.297  -0.022
H: -2.873 -0.300 4.626  0.075
C: -0.831 -8.190 -1.381  -0.191
C: 1.502 -0.021 2.158  -0.348
C: -1.045 -10.427 0.185  -0.095
H: -0.871 -11.524 -1.656  0.100
H: 1.439 -1.238 3.927  0.086
H: -0.524 1.434 5.544  0.062
H: 4.155 0.045 0.036  0.110
H: 3.675 0.749 -4.086  0.111
H: 5.373 2.271 -4.876  0.070
H: 4.775 -2.348 4.205  0.072
H: -5.992 -2.357 -0.461  0.036
C: 3.151 3.613 0.408  -0.032
C: -0.732 -2.548 -2.060  -0.148
H: -1.192 -9.110 1.885  0.112
C: -4.253 -0.793 -2.718  -0.180
C: -0.189 7.474 -2.246  -0.037
H: -0.532 -1.860 1.104  0.094
H: -0.602 -6.618 -2.794  0.151
C: -1.776 3.687 -2.667  -0.216
H: -1.508 6.548 -4.440  0.119
H: -1.056 3.213 4.247  0.060
C: -1.946 4.573 -3.751  0.013
H: 3.808 4.481 0.375  0.077

Cartesian forces, eV/Å:
N 0.1 -0.2 -0.2
C 0.0 0.0 -0.1
C 0.0 0.1 -0.1
C 0.2 -0.1 -0.1
H 0.0 0.0 0.0
H 0.0 0.0 0.0
C 0.0 0.0 0.0
H 0.0 0.0 0.0
H 0.0 0.0 0.0
H 0.0 0.0 0.0
C 0.0 0.1 0.1
C -0.1 0.0 0.1
H 0.0 0.0 0.0
H 0.0 0.0 0.0
H 0.0 0.0 0.0
C 0.0 0.0 0.1
H 0.0 0.0 0.0
C 0.1 -0.1 -0.1
H 0.0 0.0 0.0
C 0.0 0.0 -0.1
H 0.0 0.0 0.0
H 0.0 0.0 0.0
H 0.0 0.0 0.1
O -0.2 0.1 -1.1
C 0.1 -0.2 -0.4
O -0.6 -0.4 0.5
H 0.0 0.0 0.0
H 0.0 0.0 0.0
C 0.0 -0.4 0.1
C 0.1 0.1 0.1
N 0.0 0.2 -0.2
H 0.0 0.0 0.0
C -0.1 0.0 0.0
C 0.0 0.0 -0.1
H 0.0 0.0 0.0
C 0.0 -0.1 0.1
C 0.0 -0.2 0.2
C 0.0 0.0 0.0
C 0.0 0.4 0.0
H 0.0 0.0 0.0
H 0.0 -0.1 0.0
H 0.0 0.0 0.0
H 0.0 0.0 0.0
H 0.0 0.0 0.0
C -0.4 0.2 -0.2
C 0.0 0.0 0.0
C 0.1 -0.1 0.1
P -0.1 0.1 0.2
C 0.1 0.2 -0.1
H 0.0 0.0 0.0
C -0.1 0.0 0.0
H 0.0 0.0 0.0
H 0.0 0.0 0.0
N 0.0 0.3 0.1
H 0.0 0.0 0.0
C 0.0 -0.1 0.1
H 0.0 0.0 0.0
As -0.9 -0.4 0.0
C 0.0 0.0 -0.1
H 0.1 0.0 0.0
H 0.0 0.0 0.0
C 0.0 -0.2 -0.1
H 0.0 0.0 0.0
C -0.1 0.0 0.0
N -0.1 -0.1 0.0
C 0.0 -0.1 0.1
C -0.1 0.0 -0.1
C -0.1 0.0 -0.1
C 0.0 0.1 -0.1
C 0.0 -0.1 0.0
C 0.0 0.0 0.0
H 0.0 0.0 0.0
Ba 1.8 0.2 1.1
H 0.0 0.1 0.0
C 0.0 0.3 -0.2
H 0.0 0.0 0.0
H 0.0 0.0 0.0
H 0.0 0.0 0.0
H 0.0 0.0 0.0
N -0.1 0.0 0.3
H 0.0 0.0 0.0
C 0.1 0.0 0.1
C 0.0 -0.2 0.1
C 0.1 -0.1 -0.1
H 0.0 0.0 0.0
H 0.0 0.0 0.0
C 0.0 0.0 -0.1
H 0.0 0.0 0.0
O 0.0 0.0 -0.1
H 0.0 0.0 0.0
C 0.0 -0.1 0.5
C 0.1 0.0 0.0
C 0.0 0.0 0.1
H 0.0 0.0 0.0
H 0.0 0.0 0.0
H 0.0 0.0 0.0
H 0.0 0.0 0.0
H 0.0 0.0 0.0
H 0.0 0.0 0.0
H 0.0 0.0 0.0
H 0.0 0.1 -0.1
C 0.0 -0.1 -0.1
C 0.0 0.1 0.0
H 0.0 0.0 0.0
C 0.0 0.1 0.1
C 0.1 0.1 0.0
H 0.0 0.0 0.0
H 0.0 0.0 0.0
C -0.5 0.0 -0.1
H 0.0 0.0 0.0
H 0.0 0.0 0.0
C 0.3 0.3 0.0
H 0.0 0.0 0.0

Properties
- relative energy (zero: lowest compared OMol25 entry of this formula, charge and spin) (kcal per mole) = 17.1
- E_HOMO (eV) = -5.9
- gap between HOMO and LUMO (eV) = 5.64
- total charge = 0
- largest force on an atom (eV Å⁻¹) = 2.10
- multiplicity = 1
- E (eV) = -134050.6744

[2]
The following is a DFT calculation (ωB97M-V/def2-TZVPD) of a molecular structure, C47H56ClIN4O5PTa in a non-equilibrium geometry.

Each line ends with the Löwdin charge.
CARTESIAN COORDINATES (ANGSTROEM)
H: 5.863 2.918 -0.966  0.124
C: -2.508 -0.263 -7.508  -0.081
H: 4.846 1.593 -6.303  0.113
H: -0.893 4.041 -5.129  0.110
N: -2.357 2.271 3.850  0.188
C: -1.809 -5.127 -2.395  -0.072
C: 2.138 -5.652 1.356  -0.074
N: 0.625 -1.666 -1.125  -0.178
H: 4.259 -5.911 1.582  0.099
H: -3.917 -5.531 -2.282  0.099
H: 4.986 2.349 -4.729  0.100
C: -0.839 -0.834 -4.238  0.019
H: -1.592 2.768 -3.359  0.085
H: 4.908 4.591 0.937  0.115
C: 3.466 -5.281 1.202  -0.093
H: -2.330 -0.475 -8.555  0.103
H: 2.603 5.337 0.366  0.113
C: 3.411 0.862 -4.878  -0.168
C: -2.006 3.475 1.670  0.005
C: 1.290 0.423 1.752  -0.586
I: -2.116 0.308 -0.979  0.464
H: 3.264 -0.064 -5.444  0.128
H: -4.764 1.228 -5.471  0.105
C: -3.274 -4.149 -0.771  -0.075
H: 0.248 -4.562 -2.267  0.112
C: 0.179 3.141 -2.217  -0.231
C: -0.663 4.549 -4.189  -0.182
C: -2.176 1.011 4.351  -0.070
O: -1.382 -1.878 4.177  0.103
O: -2.278 -0.486 6.212  0.144
C: 5.781 0.141 -3.311  -0.195
C: -2.503 0.738 5.773  -0.480
H: 4.338 -0.468 -1.794  0.097
H: 5.696 -0.552 -5.349  0.117
C: 0.279 -2.787 -0.279  -0.384
C: 1.666 3.622 -4.249  -0.185
H: 2.339 -0.172 -3.391  0.069
H: 4.252 4.988 -1.443  0.126
C: -1.972 2.274 2.547  -0.341
H: -0.126 2.361 -1.518  0.013
H: 3.700 1.800 0.821  0.073
C: 4.526 2.486 0.661  -0.191
H: -0.691 -1.203 -6.850  0.117
H: 2.133 0.966 1.364  -0.035
C: -2.958 0.284 -4.821  -0.049
H: 2.087 3.656 0.245  0.103
C: 3.763 -4.085 0.563  -0.086
H: -1.642 -5.787 -3.237  0.102
C: -1.589 -0.674 -6.558  -0.031
C: -1.805 -0.398 -5.206  -0.231
C: 3.215 0.482 -3.400  -0.337
C: -2.204 -3.448 -0.227  -0.064
C: 1.402 -3.648 0.214  -0.246
H: 6.529 -0.593 -3.004  0.115
P: 2.558 1.716 -2.225  0.827
C: 1.120 -4.848 0.864  -0.021
H: 1.058 5.484 -3.294  0.103
C: 2.942 4.329 0.114  -0.196
H: -2.933 4.033 1.801  0.086
N: 1.811 -2.553 -2.980  0.198
H: 0.880 0.880 2.645  0.013
H: 2.730 3.863 -4.201  0.100
C: 4.397 -0.361 -2.881  -0.183
C: -3.874 0.695 -5.776  -0.075
C: 4.795 1.394 -5.231  -0.196
C: 0.822 4.898 -4.185  -0.205
H: 6.038 1.074 -2.804  0.090
H: 4.793 -3.772 0.447  0.103
O: -1.125 -1.563 1.988  -0.248
H: -3.134 0.475 -3.770  0.035
H: 0.596 3.950 -1.615  0.099
C: 3.407 4.298 -1.340  -0.179
C: 2.743 -3.281 0.077  -0.136
C: -1.676 0.290 3.306  -0.157
C: 3.886 2.911 -1.798  -0.325
H: 1.068 5.531 -5.040  0.113
H: 2.988 -2.336 -0.395  0.089
C: -1.038 3.639 -2.996  -0.184
H: -1.907 -1.067 5.493  0.067
H: -2.726 3.030 4.404  0.174
C: -3.083 -4.987 -1.858  -0.090
H: -1.930 3.150 0.634  0.040
C: 4.933 2.362 -0.801  -0.182
C: 5.862 0.389 -4.812  -0.201
H: 0.088 -5.151 0.995  0.122
H: 5.349 2.155 1.298  0.117
O: 1.894 1.034 -1.051  -0.379
H: 2.632 1.540 -5.219  0.081
Cl: 1.813 -1.268 2.130  0.691
H: 3.757 3.918 2.081  0.110
C: -0.020 -1.184 -3.429  0.021
H: 2.631 4.672 -2.000  0.076
H: 1.504 3.189 -5.238  0.104
H: 1.889 -6.575 1.864  0.104
C: -3.652 0.421 -7.119  -0.085
H: 2.331 -2.993 -2.224  0.046
H: -1.265 5.459 -4.179  0.105
H: -1.172 4.144 1.888  0.086
C: 4.072 3.889 1.036  -0.197
H: -4.258 -4.041 -0.335  0.103
H: -1.706 4.164 -2.310  0.106
C: -0.927 -3.565 -0.767  -0.211
H: 4.392 3.035 -2.761  0.098
H: 6.858 0.741 -5.087  0.110
H: 4.267 -1.366 -3.290  0.109
C: 0.890 -1.823 -2.504  -0.466
O: -2.942 1.627 6.462  0.107
H: 5.155 1.318 -1.003  0.081
H: -2.370 -2.819 0.634  0.078
H: 0.773 1.724 -3.682  0.115
C: -0.744 -4.430 -1.849  -0.036
Ta: -0.027 -0.725 0.449  1.315
H: -4.370 0.743 -7.863  0.102
N: -1.564 1.076 2.196  0.073
C: -1.362 -1.146 3.202  -0.525
C: 1.245 2.576 -3.173  -0.319

Cartesian forces, eV/Å:
H 0.0 0.0 0.0
C 0.0 0.0 0.0
H 0.0 0.0 0.0
H 0.0 0.0 0.0
N 0.0 0.0 -0.1
C 0.0 0.0 0.0
C 0.0 0.0 0.0
N 0.3 -0.3 0.0
H 0.0 0.0 0.0
H 0.0 0.0 0.0
H 0.0 0.0 0.0
C 0.0 0.2 0.0
H 0.0 0.0 0.0
H 0.0 0.0 0.0
C 0.0 0.0 0.0
H 0.0 0.0 0.0
H 0.0 0.0 0.0
C 0.0 -0.1 0.0
C 0.0 0.0 0.0
C 0.1 -0.1 -0.2
I 0.0 -0.1 0.1
H 0.0 0.0 0.0
H 0.0 0.0 0.0
C 0.0 0.0 0.0
H -0.1 0.0 0.0
C 0.0 0.0 0.0
C 0.0 0.0 0.0
C 0.0 0.1 0.1
O 0.0 -0.1 0.0
O -0.1 0.3 0.1
C 0.0 0.0 0.0
C 0.0 -0.2 0.1
H 0.0 0.0 0.0
H 0.0 0.0 0.0
C 0.1 0.3 0.2
C -0.1 0.0 0.0
H 0.1 0.0 0.0
H 0.0 0.0 0.0
C 0.0 0.1 0.0
H 0.1 0.1 -0.1
H -0.1 -0.1 0.1
C -0.1 0.0 0.0
H 0.0 0.0 0.0
H 0.1 0.0 -0.2
C -0.1 0.0 0.1
H 0.0 0.0 0.0
C 0.0 0.0 0.0
H 0.0 0.0 0.0
C 0.1 0.1 0.0
C 0.1 -0.1 0.0
C 0.0 -0.1 0.0
C 0.0 0.0 0.0
C 0.0 0.0 0.0
H 0.0 0.0 0.0
P -0.4 0.2 -0.1
C 0.0 0.0 0.1
H 0.0 0.0 0.0
C 0.0 0.0 0.0
H 0.0 0.0 0.0
N 0.1 0.0 -0.1
H 0.0 -0.1 0.0
H 0.0 0.0 0.1
C 0.0 0.1 -0.1
C 0.0 0.0 0.0
C 0.0 0.0 0.1
C 0.0 0.0 0.0
H 0.0 0.0 0.0
H 0.0 0.0 0.0
O 0.4 0.1 -0.3
H 0.0 0.0 0.0
H 0.1 0.1 0.0
C 0.0 0.0 0.1
C 0.0 0.0 -0.1
C -0.1 -0.1 -0.1
C 0.0 0.0 0.1
H 0.0 0.0 0.0
H 0.0 0.0 0.0
C 0.0 -0.1 0.0
H 0.0 -0.1 -0.1
H 0.0 0.0 0.0
C 0.0 0.0 0.0
H 0.0 0.0 0.0
C 0.0 0.0 -0.1
C 0.0 0.0 0.0
H 0.0 0.0 0.0
H 0.0 0.0 0.0
O 0.3 -0.2 0.1
H 0.0 0.0 0.0
Cl 0.5 0.0 0.4
H 0.0 0.0 0.0
C 0.1 -0.1 0.1
H -0.1 0.1 -0.1
H 0.0 0.0 0.0
H 0.0 0.0 0.0
C 0.0 0.0 0.0
H 0.1 0.0 0.0
H 0.0 0.0 0.0
H 0.0 0.0 0.0
C 0.0 0.0 0.0
H 0.0 0.0 0.0
H 0.0 0.0 0.0
C 0.0 0.0 -0.1
H 0.0 0.0 0.0
H 0.0 0.0 0.0
H 0.0 -0.1 0.0
C -0.3 0.1 0.1
O 0.0 0.0 0.0
H 0.0 0.0 0.0
H 0.0 0.0 0.0
H 0.0 0.0 0.0
C 0.0 -0.1 0.0
Ta -1.3 0.0 0.2
H 0.0 0.0 0.0
N 0.3 0.1 0.0
C -0.2 0.0 -0.3
C 0.0 0.2 0.0

Properties
- relative energy (zero: lowest compared OMol25 entry of this formula, charge and spin) (kcal per mole) = 21.9
- E_HOMO (eV) = -8.1
- gap between HOMO and LUMO (eV) = 7.60
- total charge = 0
- largest force on an atom (eV Å⁻¹) = 1.27
- multiplicity = 1
- E (eV) = -97313.6685

- Which of these has the highest E?
  C47H56ClIN4O5PTa

- The highest largest force on an atom belongs to which entry?
  C47H55AsBaN5O3P

- What is the total charge in the first record?
  0

- The highest gap between HOMO and LUMO belongs to which entry?
  C47H56ClIN4O5PTa